No. 1
Molecular formula: C57H76N10O12
Method: DFT, ωB97M-V with the def2-TZVPD basis set

Structure (XYZ):
```
155
C57H76N10O12 (ωB97M-V with the def2-TZVPD basis set)
N -5.2700 7.6416 3.4318
C -6.2152 6.9869 2.6587
C -7.6117 7.2213 2.7487
C -8.0439 8.1393 3.7119
C -7.1559 8.7224 4.5843
C -5.7688 8.5016 4.3729
H -5.8730 6.2864 1.9113
H -8.2331 6.5833 2.1378
H -9.0888 8.1601 3.9843
H -7.5081 9.4162 5.3334
H -5.0503 8.9093 5.0685
N 11.5796 -6.4069 -2.1180
C 11.3697 -5.1713 -2.6634
C 10.1212 -4.5795 -2.8587
C 8.9734 -5.3092 -2.4693
C 9.1881 -6.6038 -1.9188
C 10.4924 -7.0774 -1.7171
H 12.2385 -4.5557 -2.8443
H 10.0702 -3.5954 -3.3006
H 8.0028 -4.8382 -2.5193
H 8.3725 -7.1802 -1.5077
H 10.5973 -7.9459 -1.0838
N -2.7630 -7.1589 4.8871
C -1.7035 -7.9815 5.0608
C -1.4854 -8.6841 6.2252
C -2.4094 -8.5611 7.2370
C -3.5667 -7.7164 7.0910
C -3.6484 -7.0491 5.8756
H -1.0029 -8.0182 4.2397
H -0.5471 -9.1598 6.4695
H -2.3245 -9.0978 8.1704
H -4.2935 -7.6369 7.8859
H -4.4818 -6.3768 5.7345
N -1.4797 0.0775 0.0111
C -0.9261 -1.0219 0.5771
C 0.3264 -1.5130 0.2458
C 1.0414 -0.8080 -0.7310
C 0.4056 0.2634 -1.4271
C -0.8385 0.6735 -0.9942
H -1.4361 -1.4062 1.4481
H 0.8404 -2.3262 0.7365
H 2.0479 -1.0477 -1.0405
H 0.9112 0.7984 -2.2173
H -1.4104 1.4028 -1.5486
N -5.1660 -3.5871 -5.2906
C -5.3411 -4.8792 -5.6535
C -4.2791 -5.7388 -5.6796
C -3.0132 -5.2528 -5.4312
C -2.8371 -3.9299 -5.1703
C -3.9206 -3.0848 -5.0897
H -6.3461 -5.2411 -5.8124
H -4.3833 -6.7771 -5.9580
H -2.1668 -5.9234 -5.4502
H -1.8334 -3.5548 -5.0346
H -3.8564 -2.0408 -4.8209
C -7.9472 -4.8075 0.2148
C -8.2416 -3.3271 0.5168
O -9.4585 -3.1385 -0.1338
C -9.7537 -4.1004 -0.9595
O -10.6729 -4.1184 -1.7581
O -8.8757 -5.1572 -0.7600
H -8.0438 -5.4077 1.1195
H -6.9096 -4.8857 -0.1098
H -7.4920 -2.6211 0.1593
H -8.3830 -3.2304 1.5933
C 8.3030 3.3605 -3.2797
C 7.0840 4.1815 -2.9414
O 6.7149 4.5021 -4.2532
C 7.2040 3.7199 -5.1812
O 6.9504 3.6869 -6.3785
O 8.1011 2.8582 -4.5930
H 8.2941 2.5802 -2.5187
H 9.2418 3.9040 -3.1736
H 7.4441 5.1010 -2.4800
H 6.2179 3.7304 -2.4572
C -5.6347 1.2182 6.0405
C -4.2790 1.8602 6.1203
O -3.5818 1.0281 7.0192
C -4.1887 -0.1092 7.1726
O -3.8102 -0.9312 7.9210
O -5.3383 -0.1134 6.5087
H -5.9853 1.3039 5.0120
H -6.3666 1.7924 6.6086
H -4.3923 2.8910 6.4562
H -3.8705 1.9338 5.1125
C 7.1733 -5.2467 3.9360
C 8.5948 -4.7345 3.9629
O 8.4981 -3.6017 3.0953
C 7.2607 -3.2358 2.9575
O 6.9130 -2.1759 2.4770
O 6.4693 -4.0828 3.5725
H 6.8232 -5.6266 4.8959
H 7.0673 -6.0024 3.1577
H 9.1933 -5.4934 3.4589
H 8.8643 -4.5597 5.0044
C 1.6711 4.6127 3.6599
C 2.4455 5.8905 3.6532
C 1.6369 7.1105 4.1509
C 1.1243 6.9738 5.5036
N 0.7215 6.8205 6.5901
H 0.6910 4.9401 3.3131
H 1.4873 4.2065 4.6546
H 2.0581 3.7518 3.1148
H 2.6982 6.1330 2.6210
H 3.4329 5.8729 4.1146
H 0.7417 7.4206 3.6119
H 2.2570 7.9970 4.2843
C -8.5463 3.5478 -8.7900
C -7.1358 4.2238 -8.8754
C -6.8600 5.2865 -7.7805
C -6.9616 4.8786 -6.3772
N -7.0473 4.5848 -5.2448
H -9.2940 4.2763 -8.4765
H -8.4777 2.7919 -8.0077
H -8.8410 3.1027 -9.7404
H -7.0487 4.6850 -9.8592
H -6.3362 3.4847 -8.8259
H -7.4189 6.2108 -7.9263
H -5.8129 5.5622 -7.9049
C 3.5458 -1.3152 -7.8858
C 4.5105 -2.3195 -7.3068
C 5.7488 -2.4928 -8.1451
C 5.4599 -3.1041 -9.4550
N 5.2705 -3.5500 -10.5066
H 2.6455 -1.1744 -7.2876
H 3.1789 -1.5512 -8.8847
H 4.0066 -0.3338 -7.9980
H 4.0033 -3.2635 -7.1077
H 4.8337 -1.9126 -6.3486
H 6.5659 -3.0859 -7.7345
H 6.2034 -1.5228 -8.3460
C 2.4265 -3.0318 7.9542
C 2.2972 -4.4268 8.5250
C 3.1176 -4.6813 9.7646
C 4.5812 -4.6200 9.5361
N 5.7059 -4.5074 9.3496
H 1.8295 -2.8417 7.0623
H 3.4500 -2.7241 7.7402
H 2.0730 -2.2949 8.6754
H 2.5835 -5.1258 7.7391
H 1.2561 -4.5927 8.8019
H 2.8068 -5.6453 10.1675
H 2.8761 -3.8913 10.4756
C -0.4669 9.3042 -4.8450
C -1.0022 8.2737 -3.8791
C -0.5261 8.6697 -2.4611
C 0.9607 8.9371 -2.3037
N 2.1030 9.1741 -2.2030
H -1.0404 9.2483 -5.7703
H 0.5641 9.1403 -5.1584
H -0.6192 10.2974 -4.4227
H -0.7639 7.2287 -4.0772
H -2.0902 8.2405 -3.9369
H -0.6030 7.8128 -1.7918
H -1.1639 9.4256 -2.0030
```

Output
Total energy ... -3667.8184 hartree
Spin multiplicity ... 1
HOMO-LUMO gap ... 9.61 eV

=====

No. 2
Molecular formula: C8H8
Method: DFT, ωB97M-V with the def2-TZVPD basis set

Structure (XYZ):
```
16
C8H8 (ωB97M-V with the def2-TZVPD basis set)
C -0.0843 2.4947 0.1075
C -0.1996 1.1532 0.0046
C -0.7420 0.3305 1.1146
C -0.6236 -0.9772 1.2760
C -0.1668 -1.5497 -0.1129
C 1.2739 -1.7848 -0.7645
C 0.4456 -0.7475 -1.2951
C 0.4484 0.5811 -1.1534
H 0.2314 3.0671 -0.7580
H -0.5533 3.1623 0.9187
H -0.9271 0.8967 2.0234
H -1.0206 -1.7590 1.9374
H -0.8597 -2.2442 -0.4109
H 2.0406 -1.2379 -0.2656
H 1.2612 -2.7425 -1.3397
H 0.9974 1.2490 -1.8907
```

Output
Total energy ... -309.4460 hartree
Spin multiplicity ... 1
SMILES ... C=C1C=C[C@@H]2CC2=C1
HOMO-LUMO gap ... 8.19 eV

=====

No. 3
Molecular formula: C53H57ClN12O7PSr
Method: DFT, ωB97M-V with the def2-TZVPD basis set

Structure (XYZ):
```
132
C53H57ClN12O7PSr (ωB97M-V with the def2-TZVPD basis set)
Sr -0.0812 -1.1248 -0.1625
C -2.4684 4.1657 3.3925
C -1.1220 3.4643 3.2338
C -0.0900 4.1247 4.1653
O -0.6364 3.5168 1.9045
C -0.3744 2.1992 1.4104
C -0.4133 1.3670 2.7429
O -1.3032 2.1091 3.5514
C -0.5992 -0.1871 2.8528
O 0.1479 -0.7901 1.8923
C -0.0734 -0.6600 4.2341
C 0.3314 -1.9899 4.3334
C 0.8332 -2.5015 5.5175
C 0.9463 -1.6853 6.6340
C 0.5457 -0.3625 6.5489
C 0.0311 0.1440 5.3629
C -2.0660 -0.6482 2.9071
C -2.9891 -0.0939 3.7921
C -4.2863 -0.5721 3.8530
C -4.6772 -1.6511 3.0762
C -3.7549 -2.2465 2.2317
C -2.4650 -1.7457 2.1512
C -1.2227 1.9227 0.1077
O -0.9988 0.6527 -0.3570
C -2.6966 2.2301 0.3938
C -3.1735 3.5393 0.3659
C -4.5088 3.8082 0.6230
C -5.3849 2.7757 0.9253
C -4.9194 1.4710 0.9403
C -3.5870 1.2020 0.6639
C -0.7611 2.8147 -1.0663
C 0.6657 3.2850 -1.1706
C 0.9075 4.1692 -2.3600
C 0.0180 4.2643 -3.3853
C -1.2327 3.6236 -3.3191
C -1.5928 2.9346 -2.1467
H -2.4110 5.1678 2.9744
H -2.7213 4.2154 4.4508
H -3.2291 3.5945 2.8705
H -0.0048 5.1778 3.9062
H 0.8856 3.6520 4.0591
H -0.4202 4.0318 5.1991
H 0.6697 2.1723 1.0886
H 0.6101 1.5098 3.1452
H 0.2498 -2.6167 3.4552
H 1.1391 -3.5396 5.5747
H 1.3386 -2.0809 7.5627
H 0.6355 0.2815 7.4155
H -0.2977 1.1717 5.3274
H -2.7049 0.7226 4.4330
H -4.9991 -0.0997 4.5177
H -5.6876 -2.0337 3.1418
H -4.0402 -3.1094 1.6405
H -1.7384 -2.2009 1.4895
H -2.4946 4.3479 0.1392
H -4.8637 4.8318 0.6003
H -6.4216 2.9908 1.1549
H -5.5906 0.6546 1.1718
H -3.2125 0.1905 0.6303
H 0.9487 3.8106 -0.2467
H 1.8722 4.6626 -2.4068
H 0.2617 4.8593 -4.2603
H -1.9241 3.6811 -4.1495
H -2.5833 2.4977 -2.0943
N 2.5532 -0.6367 0.5894
N 3.9289 -0.9924 0.6321
C 4.6355 -1.2967 -0.5036
N 5.9630 -1.0729 -0.4543
N 4.0092 -1.7991 -1.5425
N 4.7082 -2.1997 -2.5924
O 4.0551 -2.6926 -3.5169
O 5.9466 -2.1201 -2.6706
H 2.4572 0.3622 0.4229
H 2.0683 -0.8462 1.4601
H 4.4789 -0.4253 1.2695
H 6.4288 -0.9718 0.4302
H 6.4533 -1.4512 -1.2607
Cl 4.2099 -4.9509 1.5384
C 2.4991 -4.8519 1.2970
C 1.6704 -5.8721 1.7372
C 0.3091 -5.7188 1.5171
C -0.1524 -4.5738 0.8892
N 0.6561 -3.6087 0.4567
C 1.9612 -3.7492 0.6540
H 2.0711 -6.7503 2.2227
H -0.3856 -6.4826 1.8334
H -1.2057 -4.4331 0.6930
H 2.5917 -2.9646 0.2729
C -0.0291 -2.5415 -5.8609
N -0.6342 -2.6129 -4.4786
C -1.7016 -1.5226 -4.3509
N -1.1673 -0.2607 -4.6763
C -0.6047 -0.2544 -6.0069
N 0.4607 -1.2418 -6.1606
C 1.6405 -0.8887 -5.3718
P 1.3560 -0.8471 -3.5105
C 0.4172 -2.4632 -3.4402
C -0.2153 0.2013 -3.6671
H -0.8088 -2.8145 -6.5793
H 0.7895 -3.2642 -5.8994
H -1.0878 -3.5177 -4.3444
H -2.0452 -1.5191 -3.3153
H -2.5198 -1.7843 -5.0294
H -0.2002 0.7349 -6.2183
H -1.3954 -0.4802 -6.7301
H 1.9775 0.1011 -5.6887
H 2.4346 -1.6050 -5.5826
H -0.0502 -2.5226 -2.4577
H 1.1408 -3.2708 -3.5420
H 0.0574 1.2282 -3.9271
H -0.7177 0.2316 -2.6935
O -1.5826 -2.2531 -1.2872
N -2.1828 -3.4035 -1.1781
C -3.4072 -3.5028 -1.6468
C -4.0257 -4.7774 -1.6403
N -4.5229 -5.8138 -1.6991
C -4.1578 -2.4582 -2.2510
N -4.7205 -1.6221 -2.8064
C 1.6119 2.0334 -1.3175
C 3.0504 2.2766 -0.9945
C 3.4691 2.8748 0.1954
C 4.8157 3.0907 0.4458
C 5.7766 2.7132 -0.4803
C 5.3783 2.1048 -1.6623
C 4.0324 1.8966 -1.9121
H 1.5384 1.6860 -2.3477
H 1.1848 1.2423 -0.6953
H 2.7408 3.1739 0.9382
H 5.1114 3.5611 1.3743
H 6.8237 2.9083 -0.2884
H 6.1195 1.7933 -2.3871
H 3.7242 1.4198 -2.8343
```

Output
Total energy ... -4069.6449 hartree
Spin multiplicity ... 1
Charge ... -1
HOMO-LUMO gap ... 2.92 eV

=====

No. 4
Molecular formula: C9H23NSi
Method: DFT, ωB97M-V with the def2-TZVPD basis set

Structure (XYZ):
```
34
C9H23NSi (ωB97M-V with the def2-TZVPD basis set)
C 4.0968 1.0775 0.7254
C 2.3277 0.0166 -1.6535
C -3.4435 -1.0445 0.2854
C -1.8707 -1.4505 -1.5964
C -1.4587 -2.4880 0.6314
C -0.8753 2.9098 0.6262
C 2.6831 0.6055 0.8630
C 2.2382 -0.3565 -0.2095
C -1.9426 -1.2155 -0.0115
N -1.6243 1.7181 0.0857
Si -0.9806 0.2160 0.7284
H 4.4257 1.4529 1.7211
H 4.0184 1.8081 -0.0033
H 4.6715 0.2506 0.3829
H 1.9219 1.0962 -1.9577
H 3.3324 -0.2171 -2.0270
H 1.6235 -0.8314 -2.1885
H -3.6411 -0.5147 1.1916
H -3.8068 -0.3352 -0.3905
H -3.9831 -1.9217 0.1997
H -0.9210 -1.6941 -1.9878
H -2.1076 -0.5669 -2.2178
H -2.6360 -2.1858 -1.8228
H -0.4239 -2.5194 0.9104
H -1.8452 -2.7011 1.6107
H -1.5759 -3.3207 -0.0872
H -1.0147 3.1102 1.6326
H 0.1360 2.7328 0.4273
H -1.1345 3.8366 0.1229
H 2.4802 0.2244 1.9463
H 2.0818 1.5396 0.8544
H 2.3394 -1.3350 0.0374
H -1.6749 1.8694 -0.9113
H -1.4164 0.2337 2.0818
```

Output
Total energy ... -700.7724 hartree
Spin multiplicity ... 3
<S²> ... 2.005
HOMO-LUMO gap (spin up / spin down) ... 7.22 / 8.71 eV

=====

No. 5
Molecular formula: C5H10O
Method: DFT, ωB97M-V with the def2-TZVPD basis set

Structure (XYZ):
```
16
C5H10O (ωB97M-V with the def2-TZVPD basis set)
C 0.3842 -0.1116 1.8157
C -0.0255 1.0894 0.9620
C -0.7211 0.7071 -0.3478
C 0.1745 -0.0836 -1.2579
C 0.1591 -1.5520 -1.2921
O -0.3508 -0.5210 -2.4953
H 1.1245 -0.7396 1.3067
H -0.4811 -0.7456 2.0431
H 0.8232 0.2165 2.7643
H 0.8610 1.6988 0.7350
H -0.7000 1.7335 1.5387
H -1.0311 1.6095 -0.8876
H -1.6209 0.1130 -0.1418
H 1.1299 0.3916 -1.4883
H 1.1215 -1.9953 -1.5912
H -0.8887 -1.6118 -1.8629
```

Output
Total energy ... -271.6083 hartree
Spin multiplicity ... 1
SMILES ... CCC[C@H]1CO1
HOMO-LUMO gap ... 10.94 eV

=====

No. 6
Molecular formula: CH3IS
Method: DFT, ωB97M-V with the def2-TZVPD basis set

Structure (XYZ):
```
6
CH3IS (ωB97M-V with the def2-TZVPD basis set)
S 0.7414 -1.4066 -0.0724
C -0.5223 0.2943 -0.4142
I -2.5192 -0.1056 0.0076
H 0.2298 -1.9719 1.1259
H -0.2937 1.2022 -0.0214
H -0.3744 0.1911 -1.5155
```

Output
Total energy ... -735.7254 hartree
Spin multiplicity ... 1
SMILES ... SCI
HOMO-LUMO gap ... 9.28 eV

=====

No. 7
Molecular formula: C4H11BrSi2
Method: DFT, ωB97M-V with the def2-TZVPD basis set

Structure (XYZ):
```
18
C4H11BrSi2 (ωB97M-V with the def2-TZVPD basis set)
C 0.2088 -0.3415 -1.3704
C 0.4132 -0.4758 1.3238
C -2.5673 -1.0639 0.2337
C 1.4792 2.2668 -0.1201
Si -0.6877 -1.3360 0.0248
Si 1.3770 0.3796 -0.1107
Br 3.4897 -0.2987 0.0628
H 0.3509 -1.1468 -2.0440
H -0.0812 0.4756 -1.9875
H -0.3079 0.0567 1.9061
H 1.1826 -1.0024 1.8413
H -3.2415 -1.9315 0.3042
H -2.8264 -0.5422 1.1749
H -2.9683 -0.4729 -0.5614
H 1.1045 2.6869 -1.0145
H 0.9225 2.8008 0.6657
H 2.4708 2.6736 -0.0593
H -0.3187 -2.7282 -0.2694
```

Output
Total energy ... -3312.0542 hartree
Spin multiplicity ... 1
HOMO-LUMO gap ... 10.48 eV

=====

No. 8
Molecular formula: C28H64N7O17
Method: DFT, ωB97M-V with the def2-TZVPD basis set

Structure (XYZ):
```
116
C28H64N7O17 (ωB97M-V with the def2-TZVPD basis set)
C 0.9517 -0.7002 -0.8020
C 0.4259 0.0041 0.4674
C -1.0581 -0.2892 0.7377
O 1.2047 -0.1754 1.6019
H 0.2800 -0.3487 -1.5941
H 0.9072 -1.7811 -0.6716
H 1.9343 -0.3215 -1.0770
H 0.4473 1.0773 0.1874
H -1.6431 0.0738 -0.1153
H -1.3483 0.2499 1.6343
H -1.2083 -1.3749 0.7343
C -2.4174 3.5450 -0.8503
O -2.9271 4.2979 0.2637
C -3.3605 3.6700 1.3356
O -3.4232 2.4674 1.4490
O -3.7635 4.5501 2.2392
C -4.4704 4.0506 3.3600
H -3.2189 3.2090 -1.4948
H -1.7359 2.7839 -0.4748
H -1.7896 4.2785 -1.3546
H -4.9254 4.9194 3.8259
H -3.8078 3.6178 4.1133
H -5.1787 3.2769 3.0718
C 6.8479 1.7316 -5.4798
O 6.3349 0.5273 -4.9527
C 5.1960 0.5346 -4.3058
O 4.5337 1.4930 -4.0117
O 4.8668 -0.7054 -3.9967
C 3.8533 -0.8908 -3.0376
H 7.1684 2.4166 -4.6958
H 6.1073 2.2536 -6.0921
H 7.6576 1.4459 -6.1460
H 4.0244 -0.3320 -2.1190
H 3.7930 -1.9246 -2.7065
H 2.8745 -0.6017 -3.4186
C -4.4292 -0.8069 1.4597
O -4.3785 -0.0710 0.2661
C -5.4643 0.4759 -0.2081
O -6.5676 0.3944 0.2737
O -5.1720 1.1626 -1.2989
C -6.2079 1.7837 -2.0189
H -5.0913 -1.6712 1.4470
H -4.7054 -0.2072 2.3313
H -3.4088 -1.0964 1.7002
H -6.8680 2.3718 -1.3698
H -6.8559 1.0683 -2.5188
H -5.7842 2.5599 -2.6513
C -3.4760 -4.0550 0.2897
C -2.9129 -4.6231 -1.0060
O -1.6947 -4.5476 -1.1863
N -3.7411 -5.2486 -1.8494
C -3.2917 -5.8251 -3.1158
H -3.2621 -2.9929 0.3627
H -3.0641 -4.5431 1.1680
H -4.5584 -4.2038 0.2084
H -4.6633 -5.4892 -1.5315
H -4.1632 -6.0424 -3.7295
H -2.8430 -6.8070 -2.9467
H -2.6085 -5.0949 -3.5343
C 1.2705 5.6595 -0.4771
C 0.9764 4.1836 -0.3014
O 0.6207 3.5111 -1.2627
N 1.1312 3.6249 0.9214
C 1.4559 4.2984 2.1596
H 0.4675 6.2514 -0.0292
H 1.2270 5.8870 -1.5381
H 2.2329 5.9233 -0.0427
H 0.9198 2.6351 0.9411
H 2.2247 3.7420 2.6989
H 0.5814 4.2639 2.8197
H 1.7486 5.3302 2.0076
O 0.2848 0.7426 6.2940
C 0.3346 0.7349 5.0632
N 1.1780 -0.0272 4.3680
C -0.4551 1.7430 4.2408
H 1.2924 0.0519 3.3459
H 1.7848 -0.6224 4.9088
H -1.4960 1.7977 4.5504
H -0.3074 1.5624 3.1758
H -0.0423 2.7305 4.4655
O 1.6932 -4.8821 3.0998
C 1.1686 -4.0913 2.3146
N 0.7764 -2.8581 2.7057
C 0.9961 -4.4342 0.8622
H 0.7220 -2.0844 2.0366
H 0.9516 -2.5799 3.6547
H 1.9537 -4.8137 0.5118
H 0.7286 -3.5335 0.3083
H 0.1945 -5.1415 0.6626
O 5.6645 -3.5524 0.7824
C 4.7144 -2.9102 1.2129
N 3.7626 -2.3664 0.4222
C 4.6932 -2.4749 2.6491
H 3.6630 -2.7152 -0.5148
H 2.9534 -1.9720 0.8935
H 5.6882 -2.4033 3.0730
H 4.1135 -3.1814 3.2593
H 4.1176 -1.5646 2.8456
O -3.3917 -2.3336 -4.9273
C -2.5573 -2.1050 -4.0556
N -1.3388 -2.7051 -4.0795
C -2.8489 -1.1846 -2.9043
H -1.2271 -3.4162 -4.7829
H -1.0229 -2.9376 -3.1414
H -2.5004 -1.5987 -1.9540
H -3.8967 -0.9181 -2.8086
H -2.3079 -0.2416 -3.0199
O 5.6749 2.8607 1.0416
C 4.6284 2.2216 0.9325
N 4.0390 1.6922 2.0292
C 3.9005 1.9473 -0.3422
H 4.4662 1.9130 2.9124
H 3.2284 1.0870 2.0004
H 4.4123 1.1902 -0.9359
H 3.9907 2.8383 -0.9696
H 2.8456 1.7046 -0.2498
```

Output
Total energy ... -2767.8932 hartree
Spin multiplicity ... 1
Charge ... -1
HOMO-LUMO gap ... 7.66 eV